No. 1
{
  "formula": "C4H6N2O",
  "method": "ωB97M-V with the def2-TZVPD basis set",
  "species": ["N", "C", "C", "O", "N", "C", "C", "H", "H", "H", "H", "H", "H"],
  "coordinates": [[-1.81492, 0.62001, -0.19141], [-0.45089, 0.31796, -0.00243], [-0.03511, -1.05886, 0.24500], [-0.87832, -2.10799, 0.18071], [1.21730, -1.20267, 0.47708], [1.79549, 0.08278, 0.06460], [0.68366, 1.05005, -0.08368], [-1.94788, 1.53324, -0.60842], [-2.33247, 0.58831, 0.68223], [-1.69674, -1.79286, -0.22982], [1.99016, -0.56861, -0.82101], [2.75468, 0.40435, 0.48389], [0.76954, 2.12679, -0.21599]],
  "forces_ev_per_a": [[0.056, 0.258, 0.065], [0.194, 0.095, -0.006], [0.316, -0.109, 0.426], [-0.313, 0.070, 0.092], [-0.791, -0.343, 0.888], [0.256, -0.625, -0.381], [-0.158, -0.295, -0.240], [-0.017, -0.088, 0.033], [0.022, -0.082, -0.128], [-0.002, -0.018, 0.093], [0.881, 1.718, -0.994], [-0.464, -0.240, 0.251], [0.021, -0.341, -0.099]],
  "homo_ev": -9.1,
  "gap_ev": 9.843,
  "lumo_ev": 0.74,
  "smiles": "NC1=CCN=C1O"
}

No. 2
{
  "formula": "C34H36NO",
  "method": "ωB97M-V with the def2-TZVPD basis set",
  "species": ["C", "O", "C", "C", "C", "C", "C", "C", "C", "C", "C", "C", "C", "C", "C", "C", "H", "H", "H", "H", "H", "H", "H", "H", "H", "H", "H", "H", "H", "H", "H", "C", "C", "C", "C", "C", "C", "N", "C", "C", "C", "C", "C", "C", "C", "C", "C", "C", "C", "C", "C", "H", "H", "H", "H", "H", "H", "H", "H", "H", "H", "H", "H", "H", "H", "H", "H", "H", "H", "H", "H", "H"],
  "coordinates": [[5.18093, -3.46386, -3.49339], [4.76979, -2.09567, -3.66512], [3.51401, -1.74423, -3.27813], [3.14769, -0.38504, -3.44716], [1.93623, 0.06939, -2.97870], [0.95200, -0.83446, -2.48718], [-0.39519, -0.42842, -2.24824], [-1.48658, -1.05753, -2.90065], [-2.69778, -0.34148, -3.12950], [-3.88192, -1.01551, -3.33950], [-3.87402, -2.40467, -3.53224], [-5.17909, -3.12545, -3.64833], [-2.64461, -3.07490, -3.65121], [-1.46500, -2.41873, -3.35647], [1.35773, -2.18200, -2.27511], [2.57378, -2.65348, -2.71924], [6.24105, -3.46993, -3.73808], [5.02707, -3.79237, -2.46095], [4.62737, -4.11159, -4.17977], [3.87811, 0.28534, -3.89411], [1.70521, 1.13534, -3.02490], [-0.56981, 0.53840, -1.78000], [-2.67399, 0.74650, -3.13806], [-4.84421, -0.49650, -3.32534], [-5.03481, -4.21447, -3.64341], [-5.84099, -2.84761, -2.81251], [-5.70316, -2.84946, -4.57736], [-2.63173, -4.13227, -3.93408], [-0.52496, -2.95434, -3.44814], [0.67364, -2.85973, -1.76297], [2.81731, -3.71507, -2.60174], [-4.43870, 2.13318, 0.19318], [-3.33720, 1.56232, -0.45516], [-2.31260, 0.98665, 0.28643], [-2.30373, 1.08019, 1.69507], [-1.21378, 0.53669, 2.49841], [0.07984, 1.00664, 2.52690], [0.95795, 0.78865, 3.58090], [0.48025, 0.01687, 4.72389], [1.62583, -0.51920, 5.57933], [2.55455, 0.59463, 6.04560], [3.05329, 1.38578, 4.83942], [1.90926, 1.85539, 3.93038], [0.59450, 1.81362, 1.37876], [-0.01433, 3.02181, 1.00921], [0.40235, 3.69277, -0.13801], [1.51500, 3.21681, -0.84114], [2.18437, 2.05935, -0.42642], [1.71133, 1.34203, 0.66915], [-3.42775, 1.66044, 2.33311], [-4.48564, 2.17985, 1.59386], [-5.25849, 2.53396, -0.40219], [-3.29708, 1.56038, -1.54397], [-1.49718, 0.45440, -0.20693], [-1.52725, -0.17010, 3.26756], [-0.19520, 0.63252, 5.34987], [-0.06969, -0.85130, 4.35441], [1.20579, -1.05790, 6.43469], [2.19402, -1.24684, 4.98534], [2.01611, 1.26529, 6.72822], [3.39917, 0.16215, 6.59387], [3.62302, 2.26091, 5.17829], [3.74473, 0.76233, 4.25476], [2.35922, 2.26510, 3.01938], [1.37918, 2.69104, 4.43777], [-0.83720, 3.41450, 1.60998], [-0.12177, 4.59371, -0.46955], [1.89471, 3.76913, -1.70190], [3.08265, 1.70656, -0.93821], [2.17395, 0.39417, 0.96249], [-3.41369, 1.72232, 3.42348], [-5.34383, 2.61701, 2.11142]],
  "forces_ev_per_a": [[-0.128, 0.205, -0.049], [-1.204, 0.247, 0.377], [0.081, -0.403, -0.284], [0.345, -0.486, 0.344], [-0.465, 0.212, 0.139], [0.994, -1.041, 1.187], [0.043, 0.340, -2.255], [0.015, -0.315, 0.105], [-0.406, -0.011, 0.671], [0.231, 0.205, -0.132], [-0.138, -0.014, 0.041], [-0.162, -0.325, -0.056], [0.249, 0.005, 0.117], [-0.151, -0.014, 0.105], [-0.367, 0.140, -0.715], [0.717, 0.083, 0.118], [-0.135, -0.067, 0.029], [0.095, 0.075, -0.121], [0.097, 0.050, 0.071], [-0.177, -0.069, 0.143], [-0.016, -0.347, -0.153], [0.083, 0.179, -0.461], [-0.038, -0.294, 0.376], [0.420, -0.018, -0.220], [-0.103, 0.351, -0.008], [0.227, -0.091, -0.264], [0.191, -0.050, 0.254], [0.017, 0.436, 0.096], [-0.258, 0.116, 0.087], [0.249, 0.160, -0.156], [-0.042, 0.572, 0.083], [0.132, 0.062, 0.086], [-0.345, 0.047, 0.287], [-0.126, 0.251, 0.506], [-0.884, -0.246, -1.248], [1.280, 0.081, 1.053], [-1.272, 0.021, 0.228], [0.560, -0.515, -0.166], [0.075, -0.111, 0.041], [0.055, 0.069, -0.074], [-0.004, -0.056, -0.055], [0.005, -0.169, -0.084], [0.132, 0.389, 0.140], [0.250, 0.343, 0.110], [0.005, -0.262, -0.076], [0.326, -0.102, 0.009], [0.102, 0.024, -0.061], [-0.121, 0.080, 0.158], [-0.448, 0.032, -0.094], [0.714, -0.139, -0.237], [0.073, -0.172, -0.317], [0.191, -0.008, 0.199], [-0.148, 0.025, 0.435], [-0.262, 0.281, 0.395], [0.013, 0.505, 0.044], [0.023, -0.141, -0.199], [-0.065, 0.206, 0.038], [0.003, 0.056, -0.106], [-0.048, 0.087, 0.065], [0.062, -0.092, -0.041], [-0.122, 0.179, -0.012], [-0.149, -0.108, -0.185], [-0.144, 0.058, 0.072], [-0.279, -0.073, 0.179], [0.053, -0.296, -0.176], [0.201, -0.180, -0.239], [0.275, -0.285, 0.162], [-0.157, -0.109, 0.186], [-0.307, 0.199, 0.061], [-0.086, 0.396, -0.004], [-0.122, -0.021, -0.307], [0.294, -0.136, -0.248]],
  "total_charge": 1,
  "homo_ev": -9.5,
  "gap_ev": 4.061,
  "lumo_ev": -5.39
}

No. 3
{
  "formula": "C4H12NO",
  "method": "ωB97M-V with the def2-TZVPD basis set",
  "species": ["C", "C", "H", "H", "H", "H", "H", "H", "C", "O", "C", "N", "H", "H", "H", "H", "H", "H"],
  "coordinates": [[-1.81605, 0.50411, -1.79471], [-0.51196, 0.13456, -2.50461], [-2.51596, -0.34676, -1.82059], [-2.35116, 1.34169, -2.25443], [-1.54795, 0.76694, -0.77474], [-0.57426, -0.12568, -3.57167], [0.21458, 0.90770, -2.27484], [-0.13900, -0.78044, -2.04049], [0.13932, 0.43225, 1.14374], [0.31778, 1.18370, 0.03427], [1.47473, -0.18399, 1.63109], [1.29467, -1.02894, 2.82813], [-0.26381, 1.00509, 2.01743], [-0.55904, -0.43630, 0.99090], [1.86479, -0.77196, 0.78487], [2.16531, 0.62810, 1.85193], [0.62377, -1.77388, 2.68905], [2.18425, -1.45619, 3.06468]],
  "forces_ev_per_a": [[-0.460, -0.548, -0.675], [-0.140, -0.398, 0.223], [0.060, 0.136, 0.127], [0.182, 0.087, -0.051], [0.028, 0.053, 0.059], [-0.264, 0.482, 0.014], [0.178, -0.034, -0.248], [0.184, 0.080, 0.183], [0.761, 0.601, -0.311], [0.017, -0.007, 0.464], [-0.793, -0.626, -0.294], [0.507, 0.270, 0.462], [-0.118, -0.157, 0.054], [-0.139, -0.145, 0.113], [0.110, 0.240, 0.013], [0.061, 0.017, 0.080], [0.001, 0.073, -0.288], [-0.175, -0.123, 0.073]],
  "total_charge": -1,
  "homo_ev": -2.4,
  "gap_ev": 6.808,
  "lumo_ev": 4.40
}